{"formula": "C63H139N10O8P", "method": "ωB97M-V with the def2-TZVPD basis set", "symbols": ["H", "H", "C", "C", "H", "H", "C", "C", "C", "H", "H", "C", "H", "C", "C", "H", "H", "H", "O", "H", "C", "H", "H", "H", "C", "H", "H", "H", "C", "C", "N", "O", "H", "H", "H", "H", "H", "O", "H", "H", "H", "H", "C", "H", "H", "C", "H", "H", "H", "H", "H", "H", "C", "N", "C", "H", "H", "H", "C", "C", "H", "H", "H", "O", "O", "H", "H", "C", "H", "C", "H", "H", "C", "H", "C", "C", "C", "C", "C", "N", "H", "H", "H", "H", "C", "H", "C", "C", "H", "H", "H", "H", "H", "C", "H", "P", "H", "C", "H", "H", "H", "H", "H", "C", "H", "H", "C", "H", "H", "O", "N", "H", "H", "H", "C", "H", "H", "H", "H", "H", "H", "H", "H", "H", "C", "H", "O", "H", "H", "H", "C", "H", "C", "C", "H", "C", "C", "C", "H", "C", "H", "H", "H", "N", "N", "H", "H", "H", "C", "H", "H", "O", "H", "C", "H", "H", "C", "C", "H", "H", "C", "C", "H", "C", "C", "H", "C", "H", "H", "H", "H", "H", "H", "H", "H", "H", "H", "H", "C", "N", "H", "H", "H", "N", "H", "H", "H", "H", "H", "C", "C", "H", "C", "N", "C", "C", "H", "H", "C", "H", "H", "C", "H", "C", "C", "H", "H", "H", "H", "C", "H", "H", "H", "H", "N", "H", "H", "C", "H", "H", "H"], "xyz": [[-2.258052, -3.869575, 4.470108], [4.807349, 3.814254, 3.240069], [3.155228, 3.196580, -3.423550], [2.822090, 3.162515, -6.725170], [-2.033170, -3.990297, 0.103771], [-3.386345, -0.738502, 8.030965], [-2.256340, 5.107072, 1.636222], [-2.156281, 2.864213, -6.693872], [4.925929, -8.045527, 0.048669], [-0.248403, -0.879568, 6.540058], [3.661356, 3.145356, 1.200271], [2.378806, 0.150187, 4.244359], [5.238166, -7.444263, 4.577340], [-3.861742, -0.858324, 5.136864], [0.020534, 3.496024, -1.500191], [-2.192930, 1.746490, -0.491889], [5.989662, -7.823833, -0.037460], [-3.126565, -4.447292, 8.200520], [-1.162403, -0.637632, 6.706456], [-5.182003, 4.284334, -5.556041], [4.378631, 3.404642, -6.530270], [-3.724643, 2.017233, 1.394472], [2.373974, -6.644353, 0.650725], [2.609127, -0.346635, -0.481612], [-2.546015, -2.366609, -2.566134], [5.514805, -2.917216, 2.746288], [-3.822225, -3.246650, 4.053777], [1.367099, 4.999717, 3.710929], [4.158639, 4.320473, 5.614493], [3.733761, 3.996757, 3.193215], [-3.861155, 1.191436, -5.904823], [-5.942220, -4.714878, -1.887183], [-3.874529, -5.046661, 5.856103], [-1.075917, 6.846704, 1.578157], [-4.190716, 5.462949, -0.349803], [-0.518577, 0.590442, -6.652461], [-2.106881, -1.693510, 2.923023], [-4.136394, 0.005466, -5.347490], [-5.143244, 3.542907, -7.133731], [-3.779956, -6.371785, -3.849121], [-3.038183, 4.919015, -6.803890], [-4.707472, -3.561763, 6.275363], [-4.911923, 2.220271, -5.446742], [-3.060256, 5.632088, 2.152140], [4.654206, 5.252267, -7.790345], [5.086254, 2.010694, -6.491262], [-3.874631, -6.456850, -0.162425], [-5.778135, -1.827739, -1.846542], [-5.379900, -2.175380, -3.612466], [-6.954305, 2.506140, -5.755965], [5.097649, 1.505811, -3.076403], [3.707522, 5.042183, 2.885821], [4.872295, -4.910002, 2.280243], [-3.960448, -2.742095, -2.137331], [-2.863904, -3.479414, 0.590577], [2.306761, 1.277615, 1.671429], [-3.658829, 0.144999, 5.511390], [2.926766, 3.745101, -2.509748], [4.394069, -7.209451, 1.227070], [-6.240846, 1.700869, -5.930913], [2.217038, 3.991633, -6.358327], [3.230327, -3.677827, 1.804754], [-1.400650, -0.387883, 3.890230], [-1.586821, 0.074115, -0.091725], [2.208913, 2.335594, 6.140278], [-0.624892, 1.535884, -4.410664], [4.413517, -7.761873, -0.870619], [-1.706228, 5.187961, -2.116227], [-3.914500, -7.418236, -1.672775], [5.291203, 2.083609, -3.980164], [-0.589469, -0.295523, -2.283067], [-4.948061, 3.595315, -3.579430], [1.897944, 4.892381, 4.656860], [5.152846, -4.966965, 4.417061], [4.996166, -7.821539, 2.507688], [0.447282, -0.195140, -1.961868], [-3.722702, -3.995686, 6.102091], [-1.708108, 1.634355, -4.481646], [-1.607029, 0.546652, -6.690692], [0.589948, -0.383799, -0.461240], [4.906350, -9.111450, 0.275622], [-6.006476, 2.254540, -3.481712], [-1.849283, -0.473534, -6.392968], [5.375744, 3.692586, -1.896097], [5.345165, -5.605359, 3.554771], [-4.612698, -0.961931, 4.353653], [5.431858, 4.274786, -2.815883], [-2.999069, -5.802568, -3.344828], [-2.805269, -4.929542, -3.968021], [1.157199, -0.765188, -2.561181], [6.051391, -8.012530, 2.312446], [2.660416, -5.039340, 2.853211], [-2.818946, -2.429207, 0.302249], [-3.401542, -6.624268, -1.130032], [6.481553, 4.293779, -3.108928], [-4.534697, -4.267718, -1.472469], [3.005883, 2.129222, -3.260670], [-2.994810, 4.041024, 0.837647], [-0.672481, -1.943320, 3.772181], [3.372746, -3.778507, 3.528004], [-4.300196, -2.201418, 8.330435], [6.876042, -4.011250, 2.075112], [6.356495, 2.256403, -4.133193], [1.832834, -0.900544, 0.046265], [-6.512950, 0.897764, -5.246021], [-1.021729, 5.893715, -2.586840], [-2.369394, 1.553080, -5.878941], [-2.331691, -2.546774, -3.619556], [0.147190, 1.336134, 4.442500], [4.249835, 5.418266, -5.204153], [2.745326, 2.504371, 4.875086], [5.113213, 3.820468, 5.450501], [-6.072147, -4.686774, 0.857412], [2.349416, 2.286386, -6.281220], [-5.373990, -3.872953, 1.053305], [5.699996, -3.390414, 1.036352], [-2.343363, 2.690015, -7.753479], [-2.011889, 2.579499, -4.031622], [3.436591, -0.109876, 4.204918], [-4.084047, 3.370240, 2.565468], [1.160026, 4.608204, 5.407070], [-4.519584, -0.446111, -6.103039], [-0.308281, -0.637488, 1.377757], [3.858124, 4.167121, 6.650968], [3.112377, 3.936784, 4.590099], [-5.936225, -2.943300, 0.965294], [4.424247, -5.046721, -0.012539], [-0.180253, -3.292282, 8.047486], [-5.014302, 5.023935, 1.079981], [2.737495, -8.446275, 1.013808], [-1.001869, -2.797271, 8.565194], [-2.625644, 5.683612, -1.804617], [-5.075764, 2.577550, -3.948140], [-2.205148, -2.552903, 7.645995], [-1.861628, -4.521684, 6.978064], [-1.533800, 6.149132, 0.876850], [4.594116, 3.448463, -3.905269], [-4.643645, 3.558164, -6.165083], [-1.863870, 0.512415, -7.749445], [5.827785, -3.712522, 2.069802], [-2.090582, 4.556983, -2.917626], [-1.650324, 4.584804, 2.376545], [4.580611, -8.828492, 2.545913], [4.664026, 4.103016, -5.245360], [-3.380672, -5.430004, -1.982102], [2.052541, 3.675303, 1.891839], [-2.632680, -3.720918, 1.628032], [5.398034, 0.344370, -5.214126], [2.172631, 1.628189, 3.815290], [5.112302, 5.828402, -5.106559], [-1.867942, -2.904260, -1.903375], [-2.658103, 2.490960, -0.880467], [-3.163462, -1.824053, 9.513917], [-3.373017, 2.936900, 1.862091], [3.890762, 1.227905, 2.332784], [-4.953579, -4.014391, 2.048971], [-3.153551, 4.016652, -6.203456], [5.019618, 4.232572, -7.668723], [0.263248, 2.865062, 3.920953], [-4.444147, 1.888390, -3.387585], [-2.593222, -1.874739, 5.104381], [-3.082566, -3.268876, 4.854093], [-4.655603, -0.813275, -2.913509], [-5.039969, -1.798088, -2.648001], [-4.336031, 4.621460, 0.327601], [4.414452, 5.372684, 5.489960], [2.999259, 3.163918, 2.065941], [-2.032385, -6.305562, -3.369331], [6.093131, 4.371996, -7.541311], [-2.872077, 4.382865, -5.216162], [-2.167581, 6.766588, 0.240320], [2.661157, 3.123557, -7.802518], [-2.216203, 0.897059, -3.860107], [5.021589, 5.271277, -2.652253], [-6.335404, 1.320097, -6.947863], [-1.304697, -3.441214, 9.390861], [3.482399, -4.970209, 0.156773], [-2.385688, -1.314120, -2.332324], [2.882722, -7.393752, 1.257100], [-2.080373, 3.545966, -0.206746], [-2.453817, 2.642397, 2.368507], [1.913796, -0.759387, 1.124049], [4.936179, 3.797049, -8.664439], [4.918405, -5.785619, 1.058360], [-0.326772, 2.641019, -2.080227], [1.916273, -0.623769, 3.631867], [0.124371, 6.098889, -0.563798], [2.436116, 3.648838, -4.106516], [0.518522, 0.876461, -2.148124], [-2.736264, -3.960409, 7.306825], [-3.314998, -1.747442, 8.437224], [6.423421, -5.746127, 3.479566], [-0.486829, -0.275558, 0.353395], [-1.800693, -1.846986, 6.395225], [-1.639415, -1.451329, 3.877443], [-0.451488, 5.380351, 0.019450], [2.324405, 5.850755, 4.953098], [2.954750, 2.119971, 6.704934], [2.927163, 1.724081, 2.448508], [-4.508806, -1.144535, 5.966018], [0.578181, 3.077238, -0.662488], [3.481236, -4.363074, 2.614432], [-0.576270, -1.846189, 8.885205], [0.660003, 1.885782, 3.653190], [-1.107581, 4.390409, -0.977666], [6.153530, 2.217824, -6.569550], [2.021126, -1.926115, -0.271292], [3.724202, -6.911513, 4.169816], [0.641438, 3.982619, -2.252386], [4.831050, 1.275198, -5.200805], [-1.090100, 3.073028, -6.605762], [0.104837, 1.625465, 2.752007], [-2.380927, -6.985080, -1.002451], [-4.925509, 3.880539, -0.212443], [-4.230363, -3.999398, 0.176458], [4.739504, 1.449008, -7.358662], [3.812750, 1.011718, -4.914895], [4.730296, -6.945605, 3.751808], [2.498468, -7.309159, 2.273611], [1.955993, -0.164300, 5.198527], [0.240596, 4.901267, 0.711986]], "forces_ev_per_a": [[0.2, -0.1, 0.1], [0.0, -0.7, 0.0], [-0.2, 1.0, 0.2], [0.5, 0.8, -0.8], [-0.4, -0.2, -0.7], [0.2, 0.1, 0.6], [-1.7, 0.1, 0.8], [-1.9, 0.8, 1.2], [0.7, 0.8, 0.3], [0.3, 0.4, 0.0], [-0.3, 0.8, -0.4], [0.1, -0.5, 0.3], [0.3, 0.0, 0.2], [0.3, -1.3, 1.6], [-0.4, -0.7, -0.4], [-0.1, -0.8, -0.2], [0.0, 0.2, -0.3], [-0.1, 0.1, 0.0], [-0.4, 0.2, -0.4], [-0.1, 0.2, -0.3], [-0.9, -0.4, 0.9], [-0.5, 0.2, -0.1], [-0.3, -0.5, -0.4], [0.4, 0.2, 0.5], [-1.6, -0.8, 1.3], [0.6, 0.1, 0.1], [-0.1, 0.1, -0.1], [0.1, 0.0, -0.1], [0.6, 0.6, 0.1], [-0.2, 0.2, -0.9], [1.1, 4.7, -0.7], [2.6, 1.6, 1.6], [-0.2, 0.0, -0.2], [0.3, 0.0, 0.0], [0.2, 0.0, -0.2], [0.0, 0.5, 0.3], [-0.6, 0.2, 0.1], [-0.2, -2.5, 1.0], [0.4, 0.0, -0.3], [0.0, -0.3, 0.0], [-0.1, -0.1, -0.4], [0.1, 0.1, 0.4], [1.1, 0.9, -1.0], [0.0, -0.1, 0.7], [-0.5, -0.1, 0.3], [-0.8, 1.3, 0.2], [0.1, 0.0, -0.2], [-0.4, 0.5, -0.6], [-0.7, -0.1, 0.2], [-0.2, -0.1, -0.2], [0.2, 0.2, 0.1], [-0.2, 0.2, 0.0], [0.2, 0.2, 1.0], [0.1, 0.1, -1.0], [-1.4, -0.5, -0.7], [-0.3, -0.4, 0.3], [0.5, 0.3, -1.0], [0.3, -0.3, 0.4], [0.6, 0.3, -0.6], [-0.7, -0.4, 0.9], [0.3, 0.3, 0.0], [-0.7, 0.0, 0.0], [-0.3, 0.1, 0.1], [0.7, -0.2, 1.1], [-1.1, 0.0, 0.2], [-0.1, -0.1, -0.4], [0.1, -0.4, -0.1], [-1.2, -0.2, -0.7], [-0.4, -0.2, 0.2], [0.5, 0.3, -1.4], [0.1, -0.9, 0.3], [0.5, 0.0, -0.5], [0.4, 0.1, 0.3], [0.1, 0.2, -0.1], [-0.8, 0.6, -0.4], [-0.7, 1.3, 1.5], [1.0, 0.5, -0.4], [-1.8, 0.5, 0.3], [-0.2, -2.2, -0.7], [-0.8, -0.5, -0.8], [-0.6, 0.0, -0.2], [-0.6, 0.1, -0.7], [0.0, -0.2, 0.5], [-0.1, 0.1, 0.1], [0.6, -0.2, -0.5], [0.8, 0.5, -0.8], [-1.0, -0.9, -1.2], [-0.3, 1.3, -0.1], [-0.3, 0.3, 0.1], [-0.1, -0.1, 0.4], [0.3, 0.5, 0.4], [0.2, -0.7, -0.9], [0.3, 0.2, 0.6], [0.2, -0.2, -0.6], [0.0, 0.3, -0.1], [0.2, 0.6, -2.2], [-0.5, 0.1, -0.1], [-0.4, 0.3, -0.1], [0.1, -0.5, 0.8], [1.0, 0.5, 0.1], [-0.1, -0.1, -0.5], [0.0, 0.0, 0.7], [0.2, 0.0, 0.4], [0.6, 0.3, -0.9], [-0.3, -0.2, -0.1], [0.1, 0.1, 0.2], [0.1, 0.5, -0.7], [0.0, -0.1, -0.1], [0.1, -0.5, 0.1], [-0.4, 0.6, 0.0], [2.2, 0.1, -2.1], [-0.2, -0.5, 0.0], [0.0, 0.0, 0.0], [0.7, -0.3, 0.1], [0.4, -0.5, 0.4], [-0.3, 0.4, 0.1], [-0.2, -0.2, 0.0], [0.2, 0.2, 0.2], [0.1, 0.2, 0.3], [0.0, -0.3, 0.0], [0.2, -0.1, 0.1], [-0.1, -0.7, 0.3], [0.0, 0.4, 0.1], [-0.2, 0.1, -0.1], [-1.2, -1.5, -0.1], [0.2, 0.3, 0.1], [-0.3, -0.7, -0.5], [-0.1, -0.2, -0.3], [0.3, -0.2, 0.5], [-0.6, 0.3, -0.6], [0.4, 0.7, -0.6], [0.2, 0.5, 0.2], [0.5, -2.0, 1.2], [-1.3, 0.2, 0.1], [0.1, -0.3, 0.0], [1.9, -0.6, -1.2], [0.4, 0.3, 0.3], [0.8, 0.1, 0.0], [-0.2, 0.5, -0.1], [-0.8, -0.5, -1.3], [0.3, -0.4, -0.1], [0.4, 0.3, 0.0], [-0.3, 0.0, 0.4], [1.8, -2.3, 0.4], [0.1, 0.5, 1.3], [-0.1, -0.5, -0.3], [-0.7, 0.5, 0.3], [-0.1, -0.2, 0.0], [-0.3, -1.4, 0.2], [-0.2, 0.8, -0.1], [0.2, -0.2, -0.4], [-0.2, -0.1, -1.1], [0.4, 0.6, 0.0], [1.0, 0.0, -0.8], [0.2, 0.1, 0.8], [-0.5, 0.2, 0.3], [0.6, -0.9, -0.3], [0.0, 0.4, -0.3], [0.8, 0.6, -0.3], [0.7, 0.4, 0.3], [0.3, 2.6, 0.0], [-0.6, -1.4, 0.9], [0.2, 0.1, 0.8], [1.2, -1.7, 0.2], [-0.1, 0.2, -0.9], [-0.2, 0.2, 0.1], [2.2, 1.3, 1.1], [-0.2, -0.4, 0.4], [0.1, -0.3, 0.5], [0.1, -0.4, 0.3], [-0.2, -0.2, -0.1], [-0.2, -0.2, -0.1], [0.3, -0.3, 0.2], [0.1, 0.0, 0.0], [0.4, 0.3, -0.1], [0.0, 0.3, 0.2], [-0.6, 0.2, -0.2], [-0.3, 0.1, -0.1], [0.2, 0.2, 1.0], [0.8, 0.9, 1.4], [0.0, 0.0, 0.3], [0.0, -0.2, -0.2], [-0.4, -0.5, 0.1], [0.8, -0.7, 2.4], [-0.7, 0.0, 0.2], [-0.3, 0.5, -0.9], [0.2, 0.0, -0.1], [-0.1, -0.5, -0.3], [0.9, 0.0, -0.1], [-0.2, 0.6, -1.5], [0.2, -0.8, -0.5], [0.2, 0.0, 0.1], [-0.6, -0.2, -2.0], [-0.2, -2.0, -0.6], [-0.6, 0.1, 0.7], [-1.1, 1.2, 0.3], [-0.4, 0.3, -0.2], [0.1, -0.2, 0.0], [-1.7, 0.8, 0.5], [0.1, -0.7, 0.5], [0.3, 0.2, 0.0], [-0.9, 0.7, -0.4], [-0.2, 0.0, 0.5], [-1.3, 0.0, 1.0], [0.1, -0.3, 0.9], [0.1, -0.2, -0.1], [-0.3, -0.4, 0.3], [-0.5, 0.0, -0.8], [0.3, 0.5, 0.5], [0.3, -0.3, 1.3], [0.0, 0.5, 0.2], [0.6, -0.3, -0.5], [0.2, 0.0, 0.3], [0.2, -0.2, -0.1], [1.0, -1.0, -1.2], [0.1, 0.0, -0.1], [-0.4, -0.1, -1.0], [0.7, -1.8, 0.6], [-0.1, 0.3, 0.1], [0.2, 0.7, 0.5], [-0.1, -0.3, 0.0]], "lowdin_charge": [0.114, 0.111, -0.026, -0.025, 0.066, 0.072, -0.180, -0.106, -0.046, 0.092, 0.107, -0.043, 0.109, -0.011, -0.029, 0.037, 0.084, 0.119, -0.016, 0.104, -0.448, 0.081, 0.080, 0.090, -0.100, 0.084, 0.096, 0.068, -0.046, -0.116, -0.106, -0.326, 0.101, 0.109, 0.063, 0.083, 0.055, -0.037, 0.111, 0.084, 0.098, 0.099, -0.473, 0.119, 0.076, -0.132, 0.072, 0.069, 0.069, 0.093, 0.119, 0.115, -0.496, -0.277, -0.072, 0.088, 0.075, 0.067, -0.505, -0.059, 0.070, 0.070, 0.055, -0.026, -0.010, 0.079, 0.085, -0.024, 0.077, -0.162, 0.053, 0.082, -0.025, 0.126, -0.125, 0.009, -0.141, -0.017, -0.071, -0.145, 0.083, 0.078, 0.075, 0.073, -0.170, 0.076, -0.018, -0.113, 0.064, 0.097, 0.122, 0.078, 0.063, -0.134, 0.075, 0.629, 0.071, -0.494, 0.070, 0.084, 0.067, 0.086, 0.114, -0.069, 0.078, 0.092, -0.474, 0.068, 0.066, -0.007, -0.120, 0.084, 0.076, 0.066, -0.118, 0.072, 0.106, 0.057, 0.079, 0.088, 0.081, 0.116, 0.127, 0.083, -0.499, 0.079, -0.022, 0.080, 0.079, 0.090, -0.052, 0.069, -0.025, -0.489, 0.111, -0.162, -0.461, -0.139, 0.083, -0.025, 0.057, 0.112, 0.118, -0.147, -0.314, 0.095, 0.064, 0.112, -0.438, 0.106, 0.055, -0.020, 0.074, -0.020, 0.126, 0.064, -0.131, -0.043, 0.068, 0.065, -0.412, -0.158, 0.054, -0.087, -0.034, 0.085, -0.162, 0.082, 0.080, 0.079, 0.107, 0.073, 0.071, 0.074, 0.090, 0.086, 0.067, 0.043, -0.033, -0.091, 0.066, 0.067, 0.080, -0.082, 0.045, 0.062, 0.113, 0.071, 0.051, -0.144, -0.015, 0.120, -0.285, -0.114, -0.026, -0.110, 0.078, 0.102, -0.150, 0.049, 0.084, -0.046, 0.079, -0.020, -0.476, 0.117, 0.085, 0.109, 0.074, -0.192, 0.109, 0.070, 0.075, 0.079, -0.313, 0.122, 0.096, -0.186, 0.068, 0.068, 0.096], "e_homo_ev": -7.740, "gap_ev": 7.8, "charge": 0, "fmax_ev_per_a": 4.88, "energy_ev": -108144.9775, "smiles": "CN(C)P(=O)(N(C)C)N(C)C.CC1(C)CCCC(C)(C)N1O.CC1(C)CCCC(C)(C)N1O.CC1(C)CCCC(C)(C)N1O.CC1(C)CCCC(C)(C)N1O.CC1(C)CCCC(C)(C)N1O.CC1(C)CCCC(C)(C)N1O.CN(C)C=O"}